{"formula": "C4H4S", "method": "ωB97M-V/def2-TZVPD", "elements": ["C", "C", "C", "C", "S", "H", "H", "H", "H"], "xyz": [[1.251679, 0.030423, -0.487767], [1.000105, -0.308133, 0.729062], [-1.517784, -0.287433, -0.328243], [0.225250, 0.824212, 0.123322], [-2.985603, -0.109869, 0.254311], [2.166320, 0.001254, -1.221570], [0.848428, -0.929293, 1.566955], [-1.198645, -1.058110, -1.015987], [0.210247, 1.836947, 0.379920]], "forces_ev_per_angstrom": [[4.47, 0.15, -1.84], [-1.22, 0.90, 0.01], [1.57, 3.23, 0.69], [-3.16, -4.47, -0.96], [0.31, -0.17, -0.01], [-2.49, -0.14, 1.09], [0.62, -0.48, 0.68], [0.33, -0.36, -0.09], [-0.43, 1.33, 0.44]], "multiplicity": 1, "total_energy_ev": -15041.855, "e_homo_ev": -7.56, "max_force_ev_per_a": 5.558, "orbital_gap_ev": 7.6}